Computed, not measured: a cluster of 3 separate species, C6H13ClN2S in total in a non-equilibrium geometry, with the ωB97M-V functional and the def2-TZVPD basis.

The total energy comes out at -1204.19393 a.u. The strongest force on any atom is 3.62 eV Å⁻¹. The energy above the lowest of the compared OMol25 structures with the same formula, charge and spin is 0.0 kcal per mole. For the HOMO energy, the calculation gives -9.3 eV.

Each line ends with the Löwdin charge.
Cartesian coordinates (Å):
C 0.4909 -1.6413 0.2668  -0.19
C -1.0170 -1.4234 0.6184  -0.20
C 1.2420 -0.7319 1.2757  -0.25
C -1.4905 0.0375 0.3480  -0.21
C 0.7969 0.6437 1.1137  -0.23
C -0.4673 0.9898 0.7415  -0.11
N 1.8791 2.4951 -1.7441  -0.42
N 2.9760 0.4478 -2.2086  -0.28
S 2.6520 1.4353 -1.0513  0.85
Cl -0.3174 1.5109 -3.4231  0.20
H 0.6509 -2.6882 0.4285  0.10
H 0.6113 -1.2718 -0.7026  0.08
H -1.7621 -2.2972 0.2477  0.15
H -1.0205 -1.6416 1.7028  0.10
H 1.1265 -1.1291 2.3749  0.15
H 2.3577 -0.8787 1.0995  0.11
H -1.7412 0.0888 -0.7068  0.10
H -2.3636 0.0997 0.9759  0.11
H 1.4388 1.4113 1.5340  0.08
H 0.7792 2.0642 -2.9006  -0.30
H -0.7119 2.1309 0.8031  0.14
H 1.5208 3.3771 -1.3216  0.06
H 3.5120 -0.3345 -1.9144  -0.03

---

Computed, not measured: a cluster of 2 separate species, C6H12O in total in a non-equilibrium geometry, with the ωB97M-V functional and the def2-TZVPD basis.

The total energy comes out at -311.00092 a.u. The strongest force on any atom is 1.12 eV Å⁻¹. The energy above the lowest of the compared OMol25 structures with the same formula, charge and spin is 36.6 kcal per mole. For the HOMO energy, the calculation gives -8.8 eV. As for the structure (SMILES): C=C/C(C)=C/C.O.

Each line ends with the Löwdin charge.
Cartesian coordinates (Å):
C -2.3099 0.8857 0.4019  0.01
C -1.6515 -0.2748 0.4757  -0.15
C -0.3006 -0.5207 -0.0960  -0.33
C 0.4931 -1.5421 0.6810  -0.06
C 0.0288 0.0267 -1.2710  -0.12
C 1.3376 -0.2004 -1.9499  -0.09
H -2.0450 1.6582 -0.3032  0.05
H -3.2838 0.9546 0.8733  0.05
H -2.1669 -1.0440 1.0438  0.10
H 0.2277 -2.5513 0.3629  0.09
H 0.3082 -1.4371 1.7507  0.08
H 1.5660 -1.3779 0.6100  0.07
H -0.7916 0.4863 -1.8018  0.10
H 1.7857 0.7479 -2.2775  0.08
H 1.2897 -0.8385 -2.8308  0.08
H 2.0796 -0.5975 -1.2726  0.06
O 1.2773 1.8039 2.2365  -0.06
H 1.2062 2.6513 1.7857  0.04
H 0.9495 1.1698 1.5813  0.01

---

Computed, not measured: a structure of composition C25H35EuO7P in a non-equilibrium geometry, with the ωB97M-V functional and the def2-TZVPD basis.

The total energy comes out at -2551.20669 a.u. As for the spin multiplicity: 8. The strongest force on any atom is 7.13 eV Å⁻¹. For the HOMO energy (spin up / spin down), the calculation gives -12.4 / -12.4 eV. As for the total charge: +2.

Each line ends with the Löwdin charge.
Cartesian coordinates (Å):
C 0.4726 3.4436 -0.7293  0.00
C -0.1135 2.2770 -1.0399  -0.16
C 0.0895 1.5630 -2.3503  -0.13
C 0.2516 0.0901 -2.0759  -0.12
C -0.9031 -0.6841 -2.0081  0.02
C -0.8815 -2.0475 -1.7047  -0.20
C -2.2252 -2.7387 -1.5956  -0.11
C -2.9641 -2.0850 -0.3902  -0.20
C -4.2299 -1.2978 -0.7965  -0.18
P -4.1773 0.4284 -0.2814  0.57
O -3.7491 1.2784 -1.3908  -0.23
O -5.6976 0.8621 0.2123  -0.14
C -5.8017 2.0700 0.8697  -0.35
C -4.7276 3.1734 0.4468  -0.17
O -3.1212 0.6761 0.9193  -0.21
C -3.4428 0.4046 2.2882  -0.26
C -4.0363 -0.9525 2.6005  -0.04
C 0.3307 -2.6880 -1.5050  0.06
C 1.4955 -1.9271 -1.5808  -0.06
C 1.4758 -0.5618 -1.8532  -0.01
C 2.7724 0.1710 -1.8675  -0.26
O 2.9412 1.1965 -2.4690  0.14
C 3.9060 -0.4246 -1.1189  -0.01
C 4.9784 0.5266 -0.6752  -0.13
O 4.3562 1.6228 -0.0190  -0.18
C 4.6675 2.8820 -0.5911  -0.10
C 3.9374 -1.7385 -0.8807  -0.17
O 4.9665 -2.3367 -0.2524  -0.01
C 4.6474 -2.7704 1.0829  -0.15
C 5.5425 -2.0690 2.1128  -0.20
C 4.7218 -1.1430 3.0261  -0.10
C 2.8106 -2.5901 -1.3351  -0.27
O 2.9325 -3.7691 -1.5089  0.17
H 0.6178 4.2269 -1.4600  0.06
H 0.8429 3.6241 0.2733  0.05
H -0.7983 1.8361 -0.3234  0.08
H -0.8363 1.6694 -2.9233  0.12
H 0.9010 1.9861 -2.9165  0.11
H -1.8522 -0.1967 -2.1923  0.11
H -2.0413 -3.7767 -1.3436  0.12
H -2.7885 -2.6440 -2.5163  0.12
H -3.2787 -2.8927 0.2649  0.11
H -2.2465 -1.5000 0.1700  0.10
H -5.1370 -1.7786 -0.4373  0.10
H -4.3208 -1.2673 -1.8764  0.10
H -6.7894 2.4861 0.6394  0.15
H -5.8265 1.8462 1.9838  0.08
H -4.5592 3.2615 -0.6210  0.13
H -3.7888 3.0024 1.0352  0.08
H -5.1309 4.1732 0.7772  0.00
H -4.0876 1.1993 2.7282  0.06
H -2.5058 0.4878 2.8281  0.14
H -4.2583 -0.9661 3.6652  0.10
H -3.2774 -1.7114 2.4599  0.09
H -4.9496 -1.1838 2.0628  0.08
H 0.3662 -3.7453 -1.2974  0.13
H 5.5720 0.0116 0.0720  0.12
H 5.6112 0.8378 -1.5015  0.14
H 5.6376 3.2303 -0.2362  0.09
H 4.6501 2.8357 -1.6760  0.08
H 3.9133 3.5948 -0.2742  0.08
H 4.8273 -3.8393 1.1458  0.13
H 3.5996 -2.5989 1.3118  0.12
H 6.0236 -2.8164 2.7351  0.11
H 6.3087 -1.4908 1.6118  0.11
H 5.1743 -1.0234 4.0052  0.07
H 4.6633 -0.1529 2.5765  0.06
H 3.7081 -1.4997 3.1853  0.06
Eu -5.1689 3.9328 2.5246  1.81

---

Computed, not measured: a structure of composition C5H10O2, with the ωB97M-V functional and the def2-TZVPD basis.

The total energy comes out at -346.83575 a.u. The strongest force on any atom is 0.27 eV Å⁻¹. The energy above the lowest of the compared OMol25 structures with the same formula, charge and spin is 119.0 kcal per mole. For the HOMO energy, the calculation gives -8.0 eV.

Each line ends with the Löwdin charge.
Cartesian coordinates (Å):
C 2.2177 -0.4992 0.7316  -0.10
O 0.8284 -0.5143 0.4973  -0.23
C 0.5018 -0.0235 -0.7917  -0.21
C -0.9984 -0.0254 -0.9999  -0.19
C -1.8947 -0.4245 0.1324  -0.16
C -1.9095 1.0855 0.2344  -0.18
O -0.9448 1.5918 1.0487  -0.04
H 2.7453 -1.1421 0.0126  0.09
H 2.3814 -0.8813 1.7411  0.09
H 2.6268 0.5190 0.6597  0.09
H 0.9077 0.9973 -0.8940  0.13
H 0.9827 -0.6482 -1.5604  0.13
H -1.3345 -0.2938 -2.0011  0.13
H -2.8381 -0.8794 -0.1650  0.11
H -1.4127 -0.9655 0.9451  0.11
H -1.4898 1.2147 -0.9978  0.13
H -0.3692 0.8888 1.4070  0.09

---

Computed, not measured: an isolated molecule of C3H9NO in a non-equilibrium geometry, with the ωB97M-V functional and the def2-TZVPD basis.

The total energy comes out at -249.66641 a.u. The strongest force on any atom is 2.35 eV Å⁻¹. The energy above the lowest of the compared OMol25 structures with the same formula, charge and spin is 29.7 kcal per mole. For the HOMO energy, the calculation gives -9.2 eV. As for the structure (SMILES): C[C@@H](O)CN.

Each line ends with the Löwdin charge.
Cartesian coordinates (Å):
C 1.0430 -1.1402 -0.2679  -0.09
C 0.6207 0.0401 0.4933  -0.45
O 0.7458 1.2922 -0.2494  -0.07
C -0.9159 0.0011 0.7167  -0.25
N -1.5020 -0.2046 -0.5793  -0.01
H 2.0997 -1.1034 -0.5428  0.08
H 0.9474 -1.9103 0.4748  0.08
H 0.3324 -1.2090 -1.1507  0.10
H 1.1415 0.0214 1.4722  0.14
H 1.5686 1.2327 -0.7570  0.09
H -1.2308 -0.7960 1.3918  0.11
H -1.0780 1.1040 1.1213  0.14
H -2.4758 -0.2813 -0.5451  0.05
H -1.2448 0.6305 -1.0659  0.07